Molecular formula: C12H18BrF7N2O5S2
Method: DFT, wB97M-V/def2-TZVPD

## Properties
- orbital gap (eV) = 5.956
- E_LUMO (eV) = -2.661

Geometry (Å):
C1 4.3965 -0.5783 -0.5501
O1 3.5199 -1.2336 -1.4343
C2 2.3265 -1.7288 -0.8206
C3 1.1799 -1.5867 -1.8147
C4 -0.2290 -1.7426 -1.2189
C5 -0.5593 -0.8126 -0.0353
C6 -0.8038 0.6726 -0.4148
C7 -0.0952 1.7041 0.4835
N1 0.5919 1.2564 1.6707
C8 1.6122 1.9090 2.0316
C9 1.7777 3.0541 1.0731
C10 0.8160 2.7899 -0.1348
Br1 2.0389 1.8614 -1.3802
C11 0.1056 4.0407 -0.6464
F1 -1.2082 3.8423 -0.6834
F2 0.2892 5.0696 0.1737
C12 0.5031 4.5367 -2.0600
F3 1.7581 4.8596 -2.1398
F4 -0.1865 5.6441 -2.2689
F5 0.1503 3.7076 -2.9854
H1 5.1628 -1.2470 -0.1459
H2 4.9289 0.1805 -1.1300
H3 3.8894 -0.0494 0.2656
H4 2.4794 -2.7998 -0.6447
H5 2.1488 -1.2616 0.1524
H6 1.2312 -0.6686 -2.3958
H7 1.3071 -2.3882 -2.5443
H8 -0.9481 -1.5063 -2.0033
H9 -0.3954 -2.7606 -0.8719
H10 0.1994 -0.9672 0.7396
H11 -1.4829 -1.1830 0.3858
H12 -0.5786 0.8098 -1.4714
H13 -1.8711 0.8568 -0.3337
H14 -0.9489 2.2577 0.9040
H15 0.2750 0.4289 2.1771
H16 2.2043 1.6662 2.9003
H17 1.5807 3.9418 1.6896
H18 2.8067 3.1466 0.7339
N2 -4.2083 -4.8157 1.3812
S1 -4.7560 -4.3614 2.7998
O2 -6.0876 -3.8524 2.8173
O3 -3.8049 -3.7433 3.6700
F6 -4.9279 -5.8039 3.4445
S2 -3.9579 -3.6227 0.3998
O4 -3.7674 -4.0471 -0.9487
O5 -3.0911 -2.5776 0.8634
F7 -5.3712 -2.8981 0.3203


Molecular formula: C12H18Cl2N2O3PRe
Method: DFT, wB97M-V/def2-TZVPD

## Properties
- multiplicity = 4
- orbital gap (spin up / spin down) (eV) = 6.238 / 5.330
- energy relative to the best compared isomer or geometry (same formula, charge and spin) (kJ/mol) = 0.0
- ⟨S²⟩ = 3.825
- total charge = +3
- E_LUMO (spin up / spin down) (eV) = -13.272 / -14.086

Geometry (Å):
C1 1.7914 4.0851 0.7359
C2 1.7252 2.8044 -0.0701
H1 2.8315 4.3769 0.6032
H2 1.6134 3.9780 1.8210
H3 1.1460 4.8931 0.3383
O1 2.6361 2.4102 -0.7998
Cl1 -1.9886 3.7609 0.7345
Re1 -0.2003 2.2053 0.3897
P1 -0.2992 1.3754 -1.6989
C3 0.8874 0.1900 -2.4313
C4 -1.8409 0.7534 -2.4878
H4 -0.7544 3.6378 -2.3352
H5 -0.1097 2.6464 -3.6968
H6 0.9931 3.2726 -2.4335
C5 -0.0107 2.8969 -2.6394
H7 -2.7213 1.0868 -1.9291
H8 -1.8898 1.1584 -3.5073
H9 0.9381 0.3793 -3.5141
H10 0.5598 -0.8449 -2.2618
H11 -1.8658 -0.3400 -2.5637
H12 1.8858 0.3282 -1.9965
C6 1.1409 0.7587 0.6194
O2 2.0871 0.0542 0.6742
Cl2 -2.0280 0.7960 0.8698
N1 0.3050 -4.8439 3.6236
C7 0.7042 -3.5950 3.2013
O3 1.7489 -3.0755 3.5781
C8 -0.1661 -2.9795 2.1662
C9 -1.1518 -3.6619 1.4324
C10 -1.7635 -3.0435 0.3381
C11 -1.2589 -1.8045 -0.0615
N2 -0.3109 -1.2029 0.6322
C12 0.1386 -1.6645 1.7709
H13 0.8222 -5.2288 4.3940
H14 -0.6543 -5.1019 3.5345
H15 -1.4484 -4.6679 1.6926
H16 -2.5889 -3.4657 -0.2354
H17 -1.6952 -1.2621 -0.8841
H18 0.7918 -1.0656 2.3966


Molecular formula: C12H18Cl4O4W
Method: DFT, wB97M-V/def2-TZVPD

## Properties
- orbital gap (spin up / spin down) (eV) = 5.940 / 5.929
- energy relative to the best compared isomer or geometry (same formula, charge and spin) (kJ/mol) = 232.2
- E_LUMO (spin up / spin down) (eV) = -2.554 / -2.557

Geometry (Å):
C1 0.2929 -1.4436 -1.3759
C2 1.1653 -0.3380 -1.7186
C3 0.3499 0.8541 -1.7543
C4 2.6155 -0.3934 -2.0610
C5 -0.9959 0.4803 -1.4219
C6 -1.0265 -0.9327 -1.1711
C7 -2.2805 -1.7262 -1.0434
C8 0.6632 -2.8858 -1.3678
C9 0.7529 2.1865 -2.2658
C10 -2.1782 1.3829 -1.4582
W1 0.5556 0.1740 0.3927
Cl1 2.0052 1.8328 0.5962
Cl2 2.1424 -1.5026 1.0624
O1 -1.0314 1.1273 1.0179
H1 3.0670 -1.3220 -1.7160
H2 3.1652 0.4429 -1.6276
H3 2.7186 -0.3385 -3.1443
H4 1.8388 2.3287 -2.2585
H5 0.3240 2.9706 -1.6352
H6 0.3681 2.3341 -3.2873
H7 -1.8935 2.4019 -1.1848
H8 -2.9833 1.0455 -0.7986
H9 -2.6270 1.3980 -2.4582
H10 -3.0327 -1.1627 -0.4903
H11 -2.0834 -2.6796 -0.5629
H12 -2.7201 -1.9597 -2.0215
H13 1.7497 -2.9835 -1.3106
H14 0.3124 -3.3672 -2.2856
H15 0.1441 -3.3940 -0.5501
H16 -1.2426 1.0315 1.9937
O2 -1.2750 -2.0963 1.7053
H17 -1.4220 -1.3062 2.3163
Cl3 1.8564 0.5793 5.8710
C11 0.4745 1.3726 5.0989
Cl4 0.8224 3.0669 4.6599
C12 0.0293 0.6367 3.7716
O3 -1.2228 0.5677 3.6347
O4 0.9355 0.2366 3.0071
H18 -0.3339 1.3810 5.8416


Please write out number 1 again, unchanged.
Molecular formula: C12H18BrF7N2O5S2
Method: DFT, wB97M-V/def2-TZVPD

## Properties
- orbital gap (eV) = 5.956
- E_LUMO (eV) = -2.661

Geometry (Å):
C1 4.3965 -0.5783 -0.5501
O1 3.5199 -1.2336 -1.4343
C2 2.3265 -1.7288 -0.8206
C3 1.1799 -1.5867 -1.8147
C4 -0.2290 -1.7426 -1.2189
C5 -0.5593 -0.8126 -0.0353
C6 -0.8038 0.6726 -0.4148
C7 -0.0952 1.7041 0.4835
N1 0.5919 1.2564 1.6707
C8 1.6122 1.9090 2.0316
C9 1.7777 3.0541 1.0731
C10 0.8160 2.7899 -0.1348
Br1 2.0389 1.8614 -1.3802
C11 0.1056 4.0407 -0.6464
F1 -1.2082 3.8423 -0.6834
F2 0.2892 5.0696 0.1737
C12 0.5031 4.5367 -2.0600
F3 1.7581 4.8596 -2.1398
F4 -0.1865 5.6441 -2.2689
F5 0.1503 3.7076 -2.9854
H1 5.1628 -1.2470 -0.1459
H2 4.9289 0.1805 -1.1300
H3 3.8894 -0.0494 0.2656
H4 2.4794 -2.7998 -0.6447
H5 2.1488 -1.2616 0.1524
H6 1.2312 -0.6686 -2.3958
H7 1.3071 -2.3882 -2.5443
H8 -0.9481 -1.5063 -2.0033
H9 -0.3954 -2.7606 -0.8719
H10 0.1994 -0.9672 0.7396
H11 -1.4829 -1.1830 0.3858
H12 -0.5786 0.8098 -1.4714
H13 -1.8711 0.8568 -0.3337
H14 -0.9489 2.2577 0.9040
H15 0.2750 0.4289 2.1771
H16 2.2043 1.6662 2.9003
H17 1.5807 3.9418 1.6896
H18 2.8067 3.1466 0.7339
N2 -4.2083 -4.8157 1.3812
S1 -4.7560 -4.3614 2.7998
O2 -6.0876 -3.8524 2.8173
O3 -3.8049 -3.7433 3.6700
F6 -4.9279 -5.8039 3.4445
S2 -3.9579 -3.6227 0.3998
O4 -3.7674 -4.0471 -0.9487
O5 -3.0911 -2.5776 0.8634
F7 -5.3712 -2.8981 0.3203


Copy entry 1 word for word.
Molecular formula: C12H18BrF7N2O5S2
Method: DFT, wB97M-V/def2-TZVPD

## Properties
- orbital gap (eV) = 5.956
- E_LUMO (eV) = -2.661

Geometry (Å):
C1 4.3965 -0.5783 -0.5501
O1 3.5199 -1.2336 -1.4343
C2 2.3265 -1.7288 -0.8206
C3 1.1799 -1.5867 -1.8147
C4 -0.2290 -1.7426 -1.2189
C5 -0.5593 -0.8126 -0.0353
C6 -0.8038 0.6726 -0.4148
C7 -0.0952 1.7041 0.4835
N1 0.5919 1.2564 1.6707
C8 1.6122 1.9090 2.0316
C9 1.7777 3.0541 1.0731
C10 0.8160 2.7899 -0.1348
Br1 2.0389 1.8614 -1.3802
C11 0.1056 4.0407 -0.6464
F1 -1.2082 3.8423 -0.6834
F2 0.2892 5.0696 0.1737
C12 0.5031 4.5367 -2.0600
F3 1.7581 4.8596 -2.1398
F4 -0.1865 5.6441 -2.2689
F5 0.1503 3.7076 -2.9854
H1 5.1628 -1.2470 -0.1459
H2 4.9289 0.1805 -1.1300
H3 3.8894 -0.0494 0.2656
H4 2.4794 -2.7998 -0.6447
H5 2.1488 -1.2616 0.1524
H6 1.2312 -0.6686 -2.3958
H7 1.3071 -2.3882 -2.5443
H8 -0.9481 -1.5063 -2.0033
H9 -0.3954 -2.7606 -0.8719
H10 0.1994 -0.9672 0.7396
H11 -1.4829 -1.1830 0.3858
H12 -0.5786 0.8098 -1.4714
H13 -1.8711 0.8568 -0.3337
H14 -0.9489 2.2577 0.9040
H15 0.2750 0.4289 2.1771
H16 2.2043 1.6662 2.9003
H17 1.5807 3.9418 1.6896
H18 2.8067 3.1466 0.7339
N2 -4.2083 -4.8157 1.3812
S1 -4.7560 -4.3614 2.7998
O2 -6.0876 -3.8524 2.8173
O3 -3.8049 -3.7433 3.6700
F6 -4.9279 -5.8039 3.4445
S2 -3.9579 -3.6227 0.3998
O4 -3.7674 -4.0471 -0.9487
O5 -3.0911 -2.5776 0.8634
F7 -5.3712 -2.8981 0.3203